No. 1
Molecular formula: C23H25N3O5
Method: DFT, wB97M-V/def2-TZVPD

Geometry (Å):
C -7.995 -2.722 -0.747
C -7.551 -2.386 0.669
O -6.296 -1.708 0.682
C -6.346 -0.378 0.434
O -7.369 0.237 0.241
N -5.120 0.193 0.465
C -4.974 1.595 0.135
C -4.150 1.731 -1.152
N -2.876 1.051 -1.082
C -1.729 1.798 -0.646
C -1.524 2.077 0.856
C -0.172 1.496 1.202
O 0.358 1.493 2.279
N 0.363 0.943 0.048
C 1.632 0.303 0.013
C 1.778 -0.914 -0.640
C 3.013 -1.527 -0.681
C 4.113 -0.936 -0.062
O 5.283 -1.635 -0.086
C 6.491 -0.983 -0.026
C 7.525 -1.623 0.648
C 8.782 -1.050 0.683
C 9.016 0.160 0.052
C 7.988 0.790 -0.629
C 6.727 0.224 -0.676
C 3.956 0.274 0.608
C 2.723 0.894 0.637
C -0.452 1.059 -1.063
O -0.187 0.657 -2.162
C -3.019 -0.329 -0.675
C -3.876 -0.532 0.590
H -8.170 -1.805 -1.305
H -8.917 -3.295 -0.713
H -7.231 -3.307 -1.254
H -7.384 -3.291 1.256
H -8.301 -1.756 1.158
H -5.974 2.009 -0.002
H -4.484 2.112 0.968
H -3.988 2.784 -1.386
H -4.718 1.277 -1.972
H -1.743 2.740 -1.208
H -1.528 3.141 1.093
H -2.279 1.603 1.483
H 0.932 -1.373 -1.126
H 3.145 -2.471 -1.184
H 7.325 -2.566 1.132
H 9.581 -1.550 1.210
H 9.998 0.609 0.086
H 8.167 1.727 -1.134
H 5.929 0.707 -1.221
H 4.797 0.725 1.113
H 2.605 1.830 1.159
H -2.034 -0.771 -0.525
H -3.507 -0.856 -1.503
H -4.093 -1.591 0.721
H -3.348 -0.177 1.484

Forces on atoms 1 to 3 (eV/Å):
C 0.24 0.18 0.30
C -0.53 -0.12 -0.10
O 0.28 0.19 -0.06

Output
- Orbital gap: 9.08 eV
- HOMO level: -0.31025 Eh
- Total energy: -1431.9628 a.u.
- SMILES: CCOC(=O)N1CCN([C@H]2CC(=O)N(c3ccc(Oc4ccccc4)cc3)C2=O)CC1
- Total charge: 0
- 2S+1: 1

Here are the Löwdin charges for atoms 1 to 5, given in e: C -0.06; C -0.22; O -0.01; C -0.54; O 0.09

---

No. 2
Molecular formula: C3H5NO2S
Method: DFT, wB97M-V/def2-TZVPD

Geometry (Å):
N -1.815 -1.637 0.692
C -0.606 -1.130 0.345
C -0.530 0.192 0.446
C 1.175 0.663 0.038
S 1.553 1.781 -1.242
O 3.000 1.960 -1.427
O 0.658 2.903 -1.513
H -2.432 -1.174 1.425
H -1.908 -2.672 0.628
H 0.109 -1.706 -0.317
H -1.151 0.844 1.013
H 1.947 -0.025 -0.089

Forces on atoms 1 to 3 (eV/Å):
N -1.79 -2.91 1.27
C -0.82 0.89 -1.33
C 7.10 1.01 -1.37

Output
- Orbital gap: 7.69 eV
- HOMO level: -0.31599 Eh
- Total energy: -720.5628 a.u.
- SMILES: N/C=C/C=S(=O)=O
- Total charge: 0
- 2S+1: 1

Here are the Löwdin charges for atoms 1 to 5, given in e: N 0.01; C -0.29; C -0.06; C -0.15; S 0.77

---

No. 3
Molecular formula: C9H14
Method: DFT, wB97M-V/def2-TZVPD

Geometry (Å):
C 0.739 -2.310 -0.804
C 1.065 -1.387 0.273
C -0.012 -0.620 0.708
C 0.121 0.338 1.766
C 1.215 0.138 2.584
C 2.269 -0.747 2.245
C 2.138 -1.553 1.150
H 1.217 -1.790 -1.725
H -0.395 -2.444 -1.013
H 1.043 -3.363 -0.454
H -0.982 -0.543 0.176
H -0.647 1.155 2.001
H 1.285 0.712 3.583
H 3.031 -0.775 2.991
H 2.929 -2.258 0.881
C -2.468 2.288 -1.521
C -1.307 1.613 -2.139
H -3.238 2.656 -2.178
H -2.976 1.522 -0.825
H -2.141 3.097 -0.764
H -1.588 0.988 -2.999
H -0.718 1.041 -1.374
H -0.580 2.243 -2.562

Forces on atoms 1 to 3 (eV/Å):
C -0.47 -1.51 -2.06
C -2.66 -0.28 2.66
C -0.47 3.14 0.26

Output
- Orbital gap: 9.96 eV
- HOMO level: -0.32877 Eh
- Total energy: -351.2712 a.u.
- SMILES: Cc1ccccc1.CC
- Total charge: 0
- 2S+1: 1

Here are the Löwdin charges for atoms 1 to 5, given in e: C -0.09; C -0.34; C -0.08; C -0.09; C -0.12

---

No. 4
Molecular formula: C6H16ClIO2PSc
Method: DFT, wB97M-V/def2-TZVPD

Geometry (Å):
C 2.204 -1.331 0.712
I 2.289 1.245 1.303
H 1.274 -0.681 0.921
H 2.138 -2.081 1.566
H 1.866 -1.980 -0.162
Sc -2.327 0.291 1.316
P -0.443 0.241 -1.321
C 1.141 0.661 -2.263
C -0.895 -1.155 -2.448
H -2.465 1.574 -1.533
H -1.548 1.472 -3.090
H -0.967 2.558 -1.778
C -1.468 1.604 -2.002
H -1.799 -1.642 -2.050
H -1.075 -0.781 -3.473
H 0.891 0.712 -3.347
H 1.910 -0.125 -2.111
H -0.059 -1.878 -2.464
H 1.534 1.641 -1.930
C 3.413 -0.622 0.384
O 4.449 -0.669 -0.174
Cl -4.214 -0.200 0.148
C -1.071 0.434 4.219
O -1.123 -0.236 2.967
H -1.953 1.073 4.271
H -0.165 1.043 4.355
H -1.110 -0.233 5.080
H -0.426 -0.936 2.904

Forces on atoms 1 to 3 (eV/Å):
C -4.43 -4.80 -0.63
I 1.36 3.38 0.59
H 2.03 -1.50 -0.75

Output
- Orbital gap: 4.48 eV
- HOMO level: -0.53643 Eh
- Total energy: -2247.9822 a.u.
- Total charge: +2
- 2S+1: 1

Here are the Löwdin charges for atoms 1 to 5, given in e: C -0.32; I 0.70; H -0.12; H 0.13; H 0.11

---

No. 5
Molecular formula: C16H18ClNPb
Method: DFT, wB97M-V/def2-TZVPD

Geometry (Å):
C 0.137 -2.040 -1.928
C -1.240 -2.329 -1.814
C -1.477 -2.741 -0.482
H -1.976 -2.222 -2.593
C -0.260 -2.664 0.230
C 0.736 -2.242 -0.680
H 1.751 -2.000 -0.426
H 0.617 -1.617 -2.791
H -2.426 -3.041 -0.075
H -0.117 -2.853 1.281
Pb -0.900 -0.456 -0.376
Cl -0.313 0.996 -2.312
C -2.053 1.452 0.422
C -1.976 0.570 1.523
C -2.741 -0.564 1.221
H -1.352 0.704 2.387
C -3.312 -0.380 -0.063
C -2.895 0.866 -0.550
H -3.091 1.264 -1.529
H -1.486 2.357 0.301
H -2.833 -1.444 1.836
H -3.918 -1.093 -0.597
C 0.599 1.971 2.513
C 1.368 1.527 1.306
C 2.659 2.003 1.247
C 3.215 1.510 0.136
C 2.262 0.746 -0.487
C 2.703 0.168 -1.793
N 1.059 0.704 0.218
H -0.301 2.551 2.234
H 1.188 2.679 3.137
H 0.444 1.109 3.192
H 3.157 2.654 1.955
H 4.225 1.706 -0.204
H 3.073 0.989 -2.445
H 3.533 -0.552 -1.631
H 1.944 -0.288 -2.364

Forces on atoms 1 to 3 (eV/Å):
C 0.55 -1.01 -0.70
C 0.01 -0.83 -0.88
C -0.77 -0.86 -0.14

Output
- Orbital gap: 4.38 eV
- HOMO level: -0.24591 Eh
- Total energy: -1328.0034 a.u.
- Total charge: 0
- 2S+1: 1

Here are the Löwdin charges for atoms 1 to 5, given in e: C -0.23; C -0.18; C -0.19; H 0.12; C -0.17

---

No. 6
Molecular formula: C9H13O
Method: DFT, wB97M-V/def2-TZVPD

Geometry (Å):
C -0.136 2.106 -2.540
C 0.254 2.524 -1.278
C -0.557 0.803 -2.747
C 0.216 1.648 -0.203
C -0.597 -0.086 -1.687
C -0.215 0.354 -0.430
C 1.037 -2.539 1.535
C -1.320 -0.265 1.606
C 1.073 -1.067 1.279
O -0.332 -0.610 0.627
H -0.107 2.804 -3.363
H 0.584 3.538 -1.117
H -0.862 0.474 -3.728
H 0.517 1.979 0.779
H -0.924 -1.105 -1.822
H 1.042 -3.112 0.612
H 0.177 -2.826 2.136
H 1.925 -2.796 2.105
H -1.425 -1.103 2.295
H -1.066 0.645 2.152
H -2.263 -0.119 1.076
H 1.175 -0.469 2.185
H 1.805 -0.776 0.529

Forces on atoms 1 to 3 (eV/Å):
C 0.01 0.04 -0.06
C 0.00 -0.05 0.06
C 0.04 0.05 0.05

Output
- Orbital gap: 10.96 eV
- HOMO level: -0.49894 Eh
- Total energy: -425.6745 a.u.
- Total charge: +1
- 2S+1: 1

Here are the Löwdin charges for atoms 1 to 5, given in e: C -0.05; C -0.04; C -0.04; C 0.00; C 0.02

---

No. 7
Molecular formula: C5H4OS2
Method: DFT, wB97M-V/def2-TZVPD

Geometry (Å):
C 1.228 1.218 -0.071
C 0.193 0.038 -0.122
C -1.059 0.334 -0.080
C -1.882 -0.960 0.045
O -3.104 -0.856 0.338
S -0.911 -2.352 -0.213
C 0.587 -1.369 -0.140
S 2.059 -1.930 0.209
H 1.972 1.186 -0.902
H 0.567 2.131 -0.106
H 1.944 1.367 0.850
H -1.595 1.192 0.193

Forces on atoms 1 to 3 (eV/Å):
C 0.51 0.35 0.85
C 4.64 2.61 0.07
C -2.77 -3.44 0.76

Output
- Orbital gap: 7.84 eV
- HOMO level: -0.34914 Eh
- Total energy: -1064.4925 a.u.
- SMILES: CC1=CC(=O)SC1=S
- Total charge: 0
- 2S+1: 1

Here are the Löwdin charges for atoms 1 to 5, given in e: C -0.06; C -0.39; C -0.01; C -0.67; O 0.00